[1]
{
  "formula": "C22H30F10N4O3S",
  "method": "ωB97M-V/def2-TZVPD",
  "species": ["H", "H", "H", "H", "O", "C", "C", "F", "C", "H", "H", "H", "F", "C", "C", "C", "C", "H", "H", "F", "H", "C", "H", "H", "C", "H", "H", "H", "N", "H", "C", "C", "H", "H", "F", "H", "S", "N", "F", "N", "H", "F", "C", "C", "H", "C", "H", "H", "H", "H", "C", "H", "C", "F", "H", "H", "O", "O", "C", "C", "C", "C", "H", "F", "F", "C", "N", "H", "F", "C"],
  "coordinates": [[5.18793, 0.86930, -0.81842], [5.66426, 5.23494, 3.25336], [4.18958, 0.47080, 2.09711], [6.78456, 3.91896, 2.86275], [1.05933, -2.59613, 2.21428], [1.22419, -1.03590, -1.49846], [6.25270, 2.48477, 4.73153], [-7.11353, -0.98985, -4.11115], [3.91849, 1.52066, 2.23847], [6.33440, 1.75211, 3.92371], [-4.37264, 2.22538, 0.49350], [3.94001, -0.42992, -2.94751], [-4.84078, -0.72652, -1.97162], [-3.43329, 1.52239, 0.27191], [-1.28054, -0.44926, -0.18335], [-0.02574, -1.49821, -0.52332], [5.74575, 4.15080, 3.12552], [-4.58033, -1.49221, 2.38496], [3.74741, 3.93014, 2.28264], [-7.19536, -3.35660, -4.40496], [-0.99632, 3.54434, -2.34039], [1.06016, -3.20164, 0.99313], [5.02554, 4.27540, 1.10488], [-0.79529, -3.44543, -1.89571], [-0.48598, -3.95815, -0.86272], [2.08578, -5.16062, 0.09415], [2.98358, 1.71524, 1.70392], [2.75251, -4.53177, 1.74037], [2.33032, 1.02298, -3.02429], [0.33167, -4.74657, -1.13057], [-6.28971, -1.75162, -0.19546], [3.72515, 0.66474, -2.56156], [3.59975, -0.04869, -0.36116], [2.16004, 0.78212, -4.02599], [-6.41251, -3.76867, -2.19312], [7.24415, 2.87313, 4.98417], [-6.77644, -2.35260, -3.07232], [-0.09231, -2.87271, 0.09087], [-7.08990, 0.07059, -1.92458], [-2.39298, -0.98091, 0.67451], [3.78090, 1.70315, 3.30727], [-5.15820, -2.31150, -3.73615], [-3.49572, 0.01529, 0.88490], [-6.20877, -0.51973, 0.93551], [3.26951, -3.60122, 0.18376], [4.00480, 0.88655, -0.95996], [5.83893, 1.98666, 5.61227], [0.43268, 2.97248, -3.48157], [-1.48634, -4.48938, -0.48582], [-6.34879, 0.54233, 0.46988], [0.05946, 3.02893, -2.35805], [0.84958, 3.70901, -1.78245], [0.01574, 1.50002, -1.72531], [-5.09750, -2.61666, 0.14708], [3.59369, 1.91270, -0.53642], [-7.07897, -0.63985, 1.74381], [4.95969, 2.32758, 1.69931], [5.38712, 3.55905, 4.37835], [-6.26151, -1.17766, -1.72400], [-1.28435, 1.06752, -0.76912], [2.35429, -4.15480, 0.67973], [-4.80465, -0.50006, 1.78038], [4.46827, 1.36804, -3.17598], [-7.56925, -2.47195, 0.16440], [-8.43469, -2.34462, -2.63821], [1.25250, 0.48725, -2.10697], [-2.33839, 2.11931, -0.56858], [-4.93737, 0.34062, 2.61808], [2.27584, -2.04683, -1.78916], [4.78786, 3.71297, 2.01396]],
  "gap_ev": 5.9,
  "smiles": "CCNc1c(F)c(N(C)C(C)=O)c2nc(CCC(F)(F)C(F)(F)S(F)(F)(F)(F)F)cnc2c1C.COCCOC",
  "multiplicity": 1,
  "charge": 0,
  "homo_energy_ev": -8.3
}


[2]
{
  "formula": "C22H30FMnN3O3S3",
  "method": "ωB97M-V/def2-TZVPD",
  "species": ["H", "S", "N", "S", "H", "O", "H", "H", "H", "C", "H", "H", "H", "S", "C", "H", "H", "C", "C", "N", "H", "H", "H", "Mn", "C", "C", "O", "O", "H", "H", "H", "H", "F", "H", "C", "C", "H", "H", "C", "H", "H", "C", "H", "C", "C", "H", "H", "H", "C", "C", "H", "C", "N", "C", "C", "C", "H", "C", "C", "C", "H", "C", "H"],
  "coordinates": [[-5.15355, -0.69265, -2.39044], [-3.53181, -4.24531, 1.03637], [3.14692, 3.38104, 1.31471], [-4.62462, -1.00998, 0.70521], [-5.07683, -4.83237, -2.44785], [-1.33802, -0.94869, 0.08209], [-6.36150, -2.37133, -0.15223], [3.93074, 5.66993, 3.06725], [4.53361, -0.30175, -0.84205], [0.51449, -2.06666, -0.94942], [-6.39545, -2.02018, -2.52151], [3.90361, 1.18708, -0.14409], [-6.80049, -0.67862, -0.45568], [-4.19430, -2.86881, -2.01251], [-4.92032, -4.38495, -1.44201], [-5.20745, -4.10983, 2.88570], [-5.99020, -4.30559, -1.18970], [5.23667, 4.47036, 0.67727], [-0.07396, -0.99697, -0.22123], [2.58058, -0.93870, -0.98799], [4.39745, 6.42830, 0.31735], [4.87670, -0.12433, -3.40490], [6.32295, 4.47502, 0.70567], [-2.71569, -2.26663, -0.18519], [2.52963, 4.70831, 1.63278], [-4.10075, -5.16215, -0.44885], [0.38427, -4.23785, -1.72523], [-1.54504, -3.38120, -0.96933], [3.11737, -0.46211, -3.57309], [2.31429, -2.80460, -1.93121], [5.44271, 6.39914, 1.54302], [-0.90324, 1.23889, 0.98520], [0.33277, 3.40175, 1.51127], [-3.28458, -5.57554, -1.01909], [-5.05861, -3.58572, 1.89509], [3.90735, -0.79937, -1.56472], [4.88458, 2.39294, 0.85504], [3.63798, 0.99675, -2.72012], [-6.01198, -1.44745, -0.45935], [1.81682, 4.57202, 2.41149], [4.27129, -1.78940, -1.73888], [3.92011, -0.02018, -2.91716], [4.96142, 4.42303, -0.31572], [2.90258, 1.23875, 0.19316], [0.75970, 0.13203, 0.19782], [3.09711, 6.67897, 2.04571], [-4.09739, -1.81162, 2.75906], [-4.63754, -6.06610, -0.12470], [-4.98072, -2.08665, 2.11737], [2.39735, 2.29891, 0.89226], [1.89146, 5.07430, 0.81998], [2.05235, 0.17117, -0.22614], [4.72959, 5.86326, 1.11029], [3.52579, 5.71571, 2.06820], [4.54437, 3.31162, 1.42692], [1.83128, -1.98745, -1.36454], [-5.97763, -3.92306, 1.33474], [-0.22894, -3.29741, -1.26367], [0.96000, 2.25341, 1.11235], [0.18222, 1.21603, 0.79006], [-5.91860, -1.76563, 2.61935], [-5.57893, -1.58801, -1.87815], [4.87002, 3.25614, 2.47397]],
  "gap_ev": [6.3, 7.4],
  "s_squared": 6.08,
  "multiplicity": 5,
  "charge": 3,
  "homo_energy_ev": [-15.9, -15.9]
}


[3]
{
  "formula": "C22H30FN3O2",
  "method": "ωB97M-V/def2-TZVPD",
  "species": ["C", "N", "H", "C", "H", "F", "H", "H", "H", "C", "H", "H", "C", "C", "O", "C", "C", "H", "H", "H", "H", "C", "H", "H", "C", "H", "H", "O", "C", "H", "H", "H", "H", "C", "H", "H", "C", "C", "C", "H", "C", "H", "H", "C", "H", "N", "H", "H", "C", "H", "C", "C", "C", "N", "C", "C", "H", "H"],
  "coordinates": [[1.98088, 2.26338, -4.36637], [0.89260, -2.76907, 2.79194], [4.02191, 0.46221, -0.00025], [-0.72597, 0.50143, 2.76988], [1.21074, 4.25223, -4.28438], [2.62818, -0.00105, -4.37568], [1.65116, -3.43012, 2.82437], [-0.92640, -3.98620, 0.14093], [0.11610, 1.15198, 3.01837], [-2.52457, 0.30766, 1.16593], [-2.27371, 3.03002, -0.57565], [-1.05246, -5.71051, 0.52981], [3.10671, 1.02678, -0.15463], [-0.41938, -3.04542, 2.56742], [-0.41574, -1.05270, -0.62286], [-1.57276, 1.04234, -0.99716], [-0.26361, -0.91867, 2.79395], [-2.01575, 0.09465, -2.87285], [-1.51441, 0.65427, 3.52704], [-3.68598, 0.99744, -0.55431], [3.11069, -1.18228, 2.63219], [1.69785, 0.93887, -4.08886], [2.10672, -0.56692, -1.22714], [-2.51654, -0.73208, 1.49404], [-0.92550, -4.40647, 2.25474], [0.32206, -0.50245, -3.32596], [3.22312, 1.65866, -1.03139], [0.76516, 0.85108, -0.56790], [-0.58032, -4.77143, 0.80807], [-0.52821, 2.92557, -0.84712], [2.92938, 1.66289, 0.70846], [2.57848, -0.92339, 4.29640], [-0.15412, 2.62884, 1.39366], [-2.79831, 0.39919, -0.34403], [2.26090, 0.30471, 3.06897], [2.92837, 2.53280, -4.80542], [1.01047, -1.40666, 2.93383], [0.50084, 0.54276, -3.52720], [-1.38139, 2.43052, -0.38623], [-2.52924, 1.78941, -2.77787], [-0.18529, 2.83484, -3.49902], [1.78085, -0.56528, 0.51662], [-0.49319, -5.13909, 2.94192], [1.94080, 0.07710, -0.35520], [-1.89187, 2.83287, 1.70321], [-1.20560, 0.84738, 1.44034], [0.49555, -4.87458, 0.68191], [-2.00726, -4.39935, 2.38421], [-0.37964, 0.15461, -0.64535], [-2.94617, -0.59769, -0.75769], [2.31487, -0.76503, 3.24872], [1.01800, 3.21164, -4.07018], [-1.72633, 1.09079, -2.53263], [-1.13057, -1.95329, 2.58022], [-1.14598, 2.25815, 1.12558], [-0.45375, 1.50188, -3.21157], [-3.29433, 0.85410, 1.73850], [-0.92800, 3.58670, -3.27631]],
  "gap_ev": 8.8,
  "e_above_lowest_kcal_mol": 0.0,
  "smiles": "CCOC(=O)C1(Cc2cccc(F)c2)CCN(Cc2nc(CC)[nH]c2C)CC1",
  "multiplicity": 1,
  "charge": 0,
  "homo_energy_ev": -8.1
}


[4]
{
  "formula": "C22H30HfN5O3S",
  "method": "ωB97M-V/def2-TZVPD",
  "species": ["N", "C", "H", "C", "C", "H", "H", "H", "H", "H", "H", "H", "C", "C", "H", "C", "H", "H", "C", "N", "H", "H", "C", "H", "H", "C", "H", "C", "C", "C", "C", "O", "C", "H", "H", "C", "H", "C", "H", "Hf", "H", "H", "C", "N", "C", "S", "H", "C", "N", "O", "H", "H", "O", "H", "H", "H", "C", "C", "C", "H", "H", "N"],
  "coordinates": [[0.71685, 1.24180, -2.05665], [-1.33717, 1.79244, -2.76465], [2.38450, 1.21882, -3.29197], [1.31279, -1.78802, 0.21806], [-0.55732, -1.92446, -1.39417], [1.94942, -5.60724, -0.21070], [0.08097, -4.55829, -1.37986], [-1.59960, 2.92526, 1.78906], [-3.07154, 2.45269, -3.59000], [-2.03128, 1.58495, -4.64699], [-3.98301, 1.51983, -0.56513], [3.08749, 2.90461, 1.88038], [-3.98967, 0.43701, -0.46732], [2.62650, -3.77669, 0.68634], [-2.19572, 0.83662, 3.67089], [2.44881, 2.02082, 0.03953], [-1.79669, -3.52884, -2.07475], [-4.98090, 0.12516, -0.11212], [-3.14485, 0.62424, 1.75459], [-2.92674, -0.00358, 0.44640], [0.27867, 0.78899, 4.02751], [0.14549, 2.95088, 2.07035], [2.40299, -2.43664, 0.84448], [4.61419, 0.94710, -2.38075], [-3.99344, -1.72315, 1.08790], [-3.06207, -1.45860, 0.56896], [5.48489, 2.61810, 1.44493], [-1.95436, 0.41592, 2.68401], [2.90844, 1.48194, -1.20065], [3.42205, 2.43587, 0.96493], [4.76786, 2.28990, 0.70826], [1.16720, 2.20746, 0.30663], [0.40553, 0.52187, 2.97011], [-3.31776, 1.69030, 1.59176], [-2.21776, -1.89095, 1.10520], [0.47291, -2.56832, -0.64114], [3.47025, -4.24085, 1.17250], [4.28745, 1.34824, -1.43206], [-3.81565, 0.00474, -1.45186], [-0.16246, 0.89411, -0.15478], [1.34461, 0.93970, 2.60853], [-1.96600, -2.01246, -2.98726], [0.72786, -3.95534, -0.76435], [-2.30555, 1.80997, -3.70391], [1.99004, 1.25299, -2.27544], [-1.71164, 2.53860, -1.22670], [-0.96147, 2.71309, 3.44369], [1.77075, -4.54868, -0.10905], [-0.18141, 1.27569, -3.07061], [-0.89510, -0.72556, -1.20396], [-0.54298, -3.04402, -3.21111], [6.26633, 1.64398, -0.69228], [1.13846, -0.51888, 0.42591], [-1.78089, -0.65460, 2.81723], [0.46929, -0.56517, 2.89657], [-4.04511, 0.21431, 2.24130], [5.21078, 1.73785, -0.49174], [-1.26403, -2.67593, -2.48706], [-0.79272, 2.49034, 2.38119], [-3.10214, -1.89276, -0.42706], [3.05192, -1.82926, 1.45452], [-0.71825, 1.03209, 2.16438]],
  "gap_ev": 7.4,
  "multiplicity": 1,
  "charge": 1,
  "homo_energy_ev": -10.8
}


Table of strongest force on any atom (Eh/bohr), in record order: 0.163 0.070 0.013 0.065